Record 1
10
Properties=species:S:1:pos:R:3:forces:R:3:lowdin_charge:R:1 method="wB97M-V/def2-TZVPD" homo_ha=-0.33383 orbital_gap_ev=9.5003 total_charge=0 lumo_ev=0.416 relative_energy_kcal_mol=13.7
C -0.9312 -0.2589 -0.8045 0.184 -0.319 2.264 -0.35
C -0.9441 -1.4750 -0.2352 0.193 0.289 -1.297 -0.59
O 1.8275 1.3248 0.6780 -0.219 -0.535 -1.236 -0.29
O -0.4802 0.8338 -0.0603 1.928 0.117 -0.349 -0.33
O 1.4006 0.6401 -1.8564 0.134 -0.203 1.022 -0.41
S 0.9705 1.4927 -0.7706 -0.793 0.631 1.222 0.98
I -1.6064 -3.1412 -1.3003 -0.172 0.111 -0.086 0.78
H -1.2978 0.1692 -1.7023 -0.631 -1.057 -1.176 0.10
H 2.7785 1.1546 0.5331 -0.430 0.040 -0.198 0.07
H -0.4829 -1.8253 0.6897 -0.195 0.926 -0.166 0.04


Record 2
8
Properties=species:S:1:pos:R:3:forces:R:3:lowdin_charge:R:1 method="wB97M-V/def2-TZVPD" homo_ha=-0.29183 orbital_gap_ev=7.3900 total_charge=0 lumo_ev=-0.551 relative_energy_kcal_mol=106.6
C 0.5546 1.1394 -1.2803 -0.676 1.906 -0.897 -0.37
C 0.6736 -0.7842 0.1620 -1.957 -0.097 0.978 -0.02
O 1.0390 0.1012 -0.9151 1.398 -2.181 -0.134 -0.20
S -2.7784 0.6623 1.1354 0.438 0.093 -0.257 -0.41
I -1.3408 1.8244 -0.3447 -0.870 0.348 0.295 0.79
H 0.6409 -1.8470 -0.1445 -0.561 0.852 -0.542 0.11
H -0.3154 -0.3233 0.5882 1.852 -1.419 -0.378 0.01
H 1.5264 -0.7729 0.7990 0.376 0.498 0.935 0.09


Record 3
9
Properties=species:S:1:pos:R:3:forces:R:3:lowdin_charge:R:1 method="wB97M-V/def2-TZVPD" homo_ha=-0.42620 orbital_gap_ev=7.3913 total_charge=+1 lumo_ev=-4.206
H -0.6114 2.4747 -0.2472 -0.474 -0.244 0.362 0.12
O 0.7822 -0.7261 0.2779 0.692 -1.241 0.142 -0.60
C -0.4981 -0.6556 -0.2293 -0.700 -0.234 0.130 -0.45
C -1.1444 0.6730 -0.3681 -0.549 -0.404 -0.661 -0.02
O -0.3047 1.6005 0.0449 0.327 0.832 -0.413 -0.13
K 1.9445 1.1982 0.9283 1.006 0.707 0.506 1.01
Li 1.6753 -2.2391 0.4814 -0.415 0.212 -0.138 0.82
H -1.2452 -1.2347 0.3633 0.149 0.131 -0.157 0.12
H -0.5981 -1.0909 -1.2512 -0.037 0.241 0.229 0.13


Record 4
6
Properties=species:S:1:pos:R:3:forces:R:3:lowdin_charge:R:1 method="wB97M-V/def2-TZVPD" homo_ha=-0.32953 orbital_gap_ev=9.6399 smiles="C=C=N" total_charge=0 lumo_ev=0.673 relative_energy_kcal_mol=70.7
C -0.6133 -0.9131 -0.0258 7.219 1.284 1.331 -0.04
C -1.5865 -0.1040 -0.0152 1.093 -2.448 -0.247 -0.34
N -2.7456 0.1676 -0.0414 -2.963 4.719 -0.196 0.13
H 0.5964 -0.8251 0.1356 -2.993 1.530 0.716 0.12
H -0.4059 -1.8685 -0.2732 -1.585 -3.303 -1.912 0.00
H -2.8248 1.0462 -0.6517 -0.770 -1.781 0.307 0.12


Record 5
6
Properties=species:S:1:pos:R:3:forces:R:3:lowdin_charge:R:1 method="wB97M-V/def2-TZVPD" homo_ha=-0.39861 orbital_gap_ev=10.1112 total_charge=0 lumo_ev=-0.735 relative_energy_kcal_mol=77.4
C 0.8745 -0.0743 -0.0176 1.936 -0.073 -0.517 -0.46
C -0.4627 0.1906 -0.0447 -3.697 -0.935 1.824 -0.10
N 2.0031 -0.2221 -0.0122 1.578 -0.357 0.092 0.14
H -0.6842 0.6930 0.9892 -0.315 -1.435 -1.781 0.10
H -0.9675 -1.5292 -0.0872 0.583 4.352 -0.018 0.25
H -0.7632 0.9420 -0.8276 -0.085 -1.553 0.399 0.08


Record 6
8
Properties=species:S:1:pos:R:3:forces:R:3:lowdin_charge:R:1 method="wB97M-V/def2-TZVPD" homo_ha=-0.55830 orbital_gap_ev=8.1146 total_charge=+1 lumo_ev=-7.078 relative_energy_kcal_mol=232.4
C -0.9174 -1.2928 -1.0606 1.858 -1.816 6.058 0.05
C -0.4029 -1.5734 0.1519 7.966 4.703 -9.886 0.05
N -2.1068 -1.9578 -3.0356 2.061 0.472 2.718 0.38
N -1.5227 -1.7153 -2.0837 -3.498 -0.231 -3.815 -0.02
O -0.8524 -1.9953 1.6565 -1.774 2.216 11.506 0.13
H 0.7166 -1.5286 0.3506 -1.804 -0.051 0.145 0.18
H -1.2049 -1.9579 0.8633 -8.974 -3.249 -5.229 -0.16
H -1.8629 -1.4335 2.1461 4.166 -2.045 -1.498 0.38


Record 7
8
Properties=species:S:1:pos:R:3:forces:R:3:lowdin_charge:R:1 method="wB97M-V/def2-TZVPD" homo_ha="-0.53774 / -0.56736" orbital_gap_ev="6.6972 / 7.2214" total_charge=+1 lumo_ev="-7.935 / -8.217" relative_energy_kcal_mol=152.4
C 1.0131 0.0106 0.8621 -1.678 0.262 -2.283 -0.17
C -0.5911 0.1729 -1.2673 1.175 -3.442 -0.078 0.25
N -0.8845 -0.6226 2.1963 -1.157 -0.204 0.118 0.41
N 0.0401 -0.3349 1.6245 0.711 -0.331 1.780 0.10
O 2.1088 0.2474 0.6566 1.357 0.186 0.172 0.34
H 0.4516 0.2602 -1.3833 1.052 -0.128 -0.750 -0.01
H -1.0536 1.0656 -1.1448 -1.895 2.356 0.476 0.00
H -1.0843 -0.7991 -1.5440 0.435 1.302 0.564 0.08


Record 8
9
Properties=species:S:1:pos:R:3:forces:R:3:lowdin_charge:R:1 method="wB97M-V/def2-TZVPD" homo_ha=-0.11956 orbital_gap_ev=7.4597 total_charge=-1 lumo_ev=4.206 relative_energy_kcal_mol=45.2
C -1.7973 0.2012 0.0650 -0.501 -0.659 -0.156 -0.52
C 1.2249 0.6497 -0.0067 1.232 0.510 -0.014 -0.27
N -2.7870 0.8152 0.0188 -0.893 0.699 -0.384 0.02
N -0.6912 -0.3778 0.3182 2.550 -0.442 0.957 -0.15
O -0.4310 -1.6783 -0.2634 -0.654 0.028 -0.357 -0.13
O 2.2724 0.1497 0.4426 -1.477 -0.042 -0.298 -0.13
H 0.7469 1.5022 0.4921 -0.069 -0.082 0.117 0.07
H 0.4851 -1.8161 0.0083 -0.095 0.165 0.058 0.05
H 0.9772 0.5542 -1.0749 -0.093 -0.178 0.077 0.08